This record from OMol25 describes C21H24N2O6 in the gas phase. The level of theory is ωB97M-V/def2-TZVPD.

Each line ends with the Mulliken charge.
Atoms and positions in Å:
C -4.128 0.075 3.147  -0.767
H -4.288 -1.006 3.168  0.315
H -5.078 0.604 3.176  0.249
H -3.509 0.352 4.003  0.316
O -3.493 0.459 1.936  -0.264
C -2.262 -0.039 1.745  -0.269
O -1.720 -0.774 2.532  -0.576
C -1.634 0.475 0.498  0.266
C -0.356 0.995 0.640  -0.158
C 0.298 1.571 -0.440  0.435
C -0.345 1.601 -1.675  -1.083
C -1.605 1.063 -1.825  -0.362
C -2.283 0.479 -0.750  0.312
N -3.551 -0.064 -0.887  0.464
C -4.369 0.282 -2.029  -0.800
H -4.216 1.331 -2.283  0.477
C -5.837 0.078 -1.636  -0.801
O -6.089 -1.245 -1.227  -0.409
C -5.278 -1.584 -0.126  -0.460
C -3.797 -1.433 -0.477  -0.753
H -3.173 -1.699 0.375  0.441
H -3.562 -2.121 -1.307  0.362
H -5.515 -2.620 0.123  0.323
H -5.517 -0.932 0.727  0.278
H -6.493 0.265 -2.488  0.367
H -6.085 0.774 -0.821  0.349
H -4.140 -0.348 -2.904  0.395
H -2.060 1.079 -2.803  0.484
H 0.155 2.037 -2.528  0.416
N 1.586 2.108 -0.336  -0.015
C 2.228 2.527 0.781  0.446
O 1.766 2.560 1.899  -0.642
C 3.655 3.004 0.472  -0.628
O 4.247 2.330 -0.613  -0.559
C 4.570 1.002 -0.439  0.476
C 5.256 0.398 -1.493  -0.649
C 5.613 -0.928 -1.422  -0.499
C 5.295 -1.691 -0.296  0.745
C 4.611 -1.088 0.750  -0.472
C 4.250 0.249 0.678  -0.499
H 3.712 0.676 1.510  0.377
H 4.342 -1.642 1.635  0.379
O 5.693 -2.995 -0.326  -0.445
C 5.395 -3.809 0.783  -0.813
H 4.316 -3.890 0.945  0.334
H 5.873 -3.436 1.695  0.329
H 5.797 -4.792 0.543  0.227
H 6.145 -1.402 -2.231  0.414
H 5.502 0.992 -2.359  0.417
H 3.612 4.057 0.174  0.342
H 4.260 2.926 1.383  0.391
H 2.091 2.218 -1.207  0.214
H 0.115 0.970 1.609  0.584

Values from the calculation:
Structure (SMILES): COC(=O)c1cc(NC(=O)COc2ccc(OC)cc2)ccc1N1CCOCC1
Relative energy (zero: lowest compared OMol25 entry of this formula, charge and spin), kJ/mol: 179.3